Entry 1:
ORCA calculation (ωB97M-V with the def2-TZVPD basis set) on an isolated ion of composition C3H7NOP and charge +1 at a distorted geometry.

Last columns: bonded neighbours and bond lengths (Å).
Atoms and positions in Å:
1 N -0.59203 -1.27488 -0.19218  C2 1.421, H7 0.993, H8 1.061, H9 1.003
2 C -0.69361 0.13956 -0.27997  N1 1.421, P3 2.028, C5 1.557, C6 1.519
3 P -2.64530 0.67824 -0.15940  C2 2.028, O4 1.476
4 O -3.11223 -0.59875 0.41482  P3 1.476
5 C 0.04278 0.95641 0.82228  C2 1.557, C6 1.484, H10 1.077, H11 1.093
6 C 0.47964 1.05260 -0.59236  C2 1.519, C5 1.484, H12 1.135, H13 1.118
7 H -1.36575 -1.65645 0.29867  N1 0.993
8 H 0.33460 -1.37260 0.31441  N1 1.061
9 H -0.44526 -1.82648 -1.01710  N1 1.003
10 H 0.50966 0.46909 1.66114  C5 1.077
11 H -0.29449 1.91054 1.23600  C5 1.093
12 H 0.14417 1.98476 -1.14581  C6 1.135
13 H 1.43124 0.49676 -0.78327  C6 1.118

Properties
* energy relative to the best compared isomer or geometry (same formula, charge and spin): 0.00 kcal per mole
* spin multiplicity: 1
* LUMO energy: -5.1 eV
* SMILES: [NH3+]C1(P=O)CC1
* net charge: +1

Entry 2:
ORCA calculation (ωB97M-V with the def2-TZVPD basis set) on a 2-piece molecular cluster, C3H10N2 overall.

Last columns: bonded neighbours and bond lengths (Å).
Atoms and positions in Å:
1 H 2.63774 -2.33129 -0.26203  N2 1.020
2 N 2.76183 -1.33402 -0.43604  H1 1.020, C3 1.268
3 C 1.67519 -0.78708 -0.79450  N2 1.268, N4 1.371, H5 1.083
4 N 0.43554 -1.35858 -0.91882  C3 1.371, H6 1.004, H7 1.005
5 H 1.69429 0.27374 -1.00982  C3 1.083
6 H -0.31402 -0.89312 -1.39746  N4 1.004
7 H 0.35018 -2.35268 -0.79701  N4 1.005
8 C -2.80128 1.58009 1.12066  C9 1.526, H10 1.089, H11 1.088, H12 1.092
9 C -1.29128 1.65301 0.90984  C8 1.526, H13 1.093, H14 1.087, H15 1.088
10 H -3.06545 0.74191 1.76319  C8 1.089
11 H -3.21844 2.50195 1.52143  C8 1.088
12 H -3.32019 1.41544 0.17438  C8 1.092
13 H -0.99371 1.43619 -0.11910  C9 1.093
14 H -0.75486 0.94783 1.54015  C9 1.087
15 H -0.87755 2.62147 1.18496  C9 1.088

Properties
* energy relative to the best compared isomer or geometry (same formula, charge and spin): 10.43 kcal per mole
* spin multiplicity: 1
* LUMO energy: 0.9 eV
* SMILES: [H]/N=C\N.CC

Entry 3:
ORCA calculation (ωB97M-V with the def2-TZVPD basis set) on one molecule with the formula CH4FNS at a distorted geometry.

Last columns: bonded neighbours and bond lengths (Å).
Atoms and positions in Å:
1 C 0.17577 0.01325 -1.01419  N2 1.734, H5 1.163, H6 1.171, H7 0.999
2 N -0.60430 -0.55675 0.42556  C1 1.734, S3 1.671, H8 0.978
3 S 0.38378 -0.68482 1.76667  N2 1.671, F4 1.702
4 F 0.60683 0.98623 2.00255  S3 1.702
5 H 0.76579 0.91705 -0.58035  C1 1.163
6 H 0.68726 -0.91417 -1.51316  C1 1.171
7 H -0.57130 0.30402 -1.61112  C1 0.999
8 H -1.44384 -0.06482 0.52404  N2 0.978

Properties
* energy relative to the best compared isomer or geometry (same formula, charge and spin): 45.06 kcal per mole
* spin multiplicity: 1
* LUMO energy: 0.7 eV
* SMILES: CNSF

Number 1 is which compound?
C3H7NOP

Among the records above, which one has the highest energy relative to the best compared isomer or geometry (same formula, charge and spin)?
CH4FNS

Repeat the first record exactly.
ORCA calculation (ωB97M-V with the def2-TZVPD basis set) on an isolated ion of composition C3H7NOP and charge +1 at a distorted geometry.

Last columns: bonded neighbours and bond lengths (Å).
Atoms and positions in Å:
1 N -0.59203 -1.27488 -0.19218  C2 1.421, H7 0.993, H8 1.061, H9 1.003
2 C -0.69361 0.13956 -0.27997  N1 1.421, P3 2.028, C5 1.557, C6 1.519
3 P -2.64530 0.67824 -0.15940  C2 2.028, O4 1.476
4 O -3.11223 -0.59875 0.41482  P3 1.476
5 C 0.04278 0.95641 0.82228  C2 1.557, C6 1.484, H10 1.077, H11 1.093
6 C 0.47964 1.05260 -0.59236  C2 1.519, C5 1.484, H12 1.135, H13 1.118
7 H -1.36575 -1.65645 0.29867  N1 0.993
8 H 0.33460 -1.37260 0.31441  N1 1.061
9 H -0.44526 -1.82648 -1.01710  N1 1.003
10 H 0.50966 0.46909 1.66114  C5 1.077
11 H -0.29449 1.91054 1.23600  C5 1.093
12 H 0.14417 1.98476 -1.14581  C6 1.135
13 H 1.43124 0.49676 -0.78327  C6 1.118

Properties
* energy relative to the best compared isomer or geometry (same formula, charge and spin): 0.00 kcal per mole
* spin multiplicity: 1
* LUMO energy: -5.1 eV
* SMILES: [NH3+]C1(P=O)CC1
* net charge: +1